# 1
The following is a quantum chemistry calculation of an isolated molecule of C21H18FN3O5 in a non-equilibrium geometry, from the OMol25 dataset.

2S+1 = 1
strongest force on any atom = 0.0248 hartree/bohr
total energy = -39496.264 eV
HOMO-LUMO gap = 8.76 eV
total charge = 0

Each atom is followed by the atoms it is bonded to, with distances in Å.
Geometry (Å):
1 O 2.302 2.168 -2.639  C2 1.213
2 C 2.376 1.860 -1.469  O1 1.213, N3 1.387, C8 1.449
3 N 3.546 1.326 -0.952  C2 1.387, C4 1.372, H48 1.014
4 C 3.767 0.858 0.319  N3 1.372, O5 1.208, N6 1.382
5 O 4.817 0.350 0.633  C4 1.208
6 N 2.719 1.026 1.205  C4 1.382, C7 1.382, C31 1.457
7 C 1.504 1.600 0.883  N6 1.382, C8 1.445, O29 1.229
8 C 1.311 1.993 -0.494  C2 1.449, C7 1.445, C9 1.382
9 C 0.070 2.408 -0.939  C8 1.382, N10 1.315, H28 1.085
10 N -0.976 2.585 -0.162  C9 1.315, C11 1.439, H30 1.026
11 C -2.331 2.709 -0.632  N10 1.439, C12 1.514, H26 1.093, H27 1.095
12 C -3.067 1.393 -0.487  C11 1.514, C13 1.387, C17 1.397
13 C -2.487 0.228 -0.966  C12 1.387, C14 1.392, H25 1.080
14 C -3.111 -1.011 -0.839  C13 1.392, C15 1.374, H24 1.077
15 C -4.337 -1.031 -0.221  C14 1.374, C16 1.397, O21 1.366
16 C -4.929 0.140 0.260  C15 1.397, C17 1.373, O19 1.366
17 C -4.312 1.361 0.146  C12 1.397, C16 1.373, H18 1.077
18 H -4.778 2.254 0.526  C17 1.077
19 O -6.136 -0.161 0.825  C16 1.366, C20 1.413
20 C -6.293 -1.558 0.686  O19 1.413, O21 1.412, H22 1.101, H23 1.101
21 O -5.160 -2.091 0.032  C15 1.366, C20 1.412
22 H -7.196 -1.771 0.092  C20 1.101
23 H -6.395 -2.019 1.681  C20 1.101
24 H -2.658 -1.915 -1.207  C14 1.077
25 H -1.523 0.277 -1.450  C13 1.080
26 H -2.841 3.483 -0.053  C11 1.093
27 H -2.309 3.014 -1.683  C11 1.095
28 H -0.038 2.604 -2.001  C9 1.085
29 O 0.641 1.726 1.749  C7 1.229
30 H -0.815 2.349 0.824  N10 1.026
31 C 2.852 0.421 2.524  N6 1.457, H32 1.092, H33 1.090, C34 1.541
32 H 2.560 1.157 3.275  C31 1.092
33 H 3.905 0.163 2.639  C31 1.090
34 C 1.962 -0.832 2.636  C31 1.541, C35 1.503, H46 1.090, H47 1.090
35 C 2.009 -1.606 1.348  C34 1.503, C36 1.390, C40 1.390
36 C 0.960 -1.514 0.440  C35 1.390, C37 1.383, H45 1.081
37 C 1.031 -2.141 -0.792  C36 1.383, C38 1.382, H44 1.079
38 C 2.168 -2.862 -1.103  C37 1.382, C39 1.383, F43 1.351
39 C 3.224 -2.978 -0.218  C38 1.383, C40 1.382, H42 1.078
40 C 3.137 -2.343 1.007  C35 1.390, C39 1.382, H41 1.079
41 H 3.960 -2.413 1.701  C40 1.079
42 H 4.096 -3.548 -0.493  C39 1.078
43 F 2.247 -3.473 -2.305  C38 1.351
44 H 0.226 -2.073 -1.506  C37 1.079
45 H 0.077 -0.948 0.696  C36 1.081
46 H 2.321 -1.438 3.469  C34 1.090
47 H 0.937 -0.523 2.841  C34 1.090
48 H 4.316 1.208 -1.600  N3 1.014

From a Mulliken analysis of the wavefunction, the atomic charges in e read:
1 O -0.70
2 C 0.44
3 N -0.03
4 C 0.50
5 O -0.62
6 N 0.04
7 C 1.09
8 C -0.27
9 C -0.46
10 N -0.03
11 C -1.19
12 C 0.57
13 C -0.26
14 C -1.29
15 C 1.22
16 C 0.89
17 C -1.29
18 H 0.41
19 O -0.49
20 C -0.26
21 O -0.49
22 H 0.25
23 H 0.25
24 H 0.45
25 H 0.50
26 H 0.34
27 H 0.37
28 H 0.46
29 O -0.80
30 H 0.33
31 C -1.12
32 H 0.39
33 H 0.53
34 C -1.18
35 C -0.04
36 C 0.12
37 C -0.63
38 C 0.37
39 C -0.73
40 C -0.17
41 H 0.40
42 H 0.44
43 F -0.35
44 H 0.47
45 H 0.49
46 H 0.49
47 H 0.35
48 H 0.25

# 2
The following is a quantum chemistry calculation of an isolated molecule of C4H7NO in a non-equilibrium geometry, from the OMol25 dataset.

2S+1 = 1
strongest force on any atom = 0.0224 hartree/bohr
total energy = -7798.430 eV
energy above the lowest of the compared OMol25 structures with the same formula, charge and spin = 28.00 kcal per mole
HOMO-LUMO gap = 11.50 eV
total charge = 0

Each atom is followed by the atoms it is bonded to, with distances in Å.
Geometry (Å):
1 O 2.115 -0.074 0.980  C2 1.415, H7 0.966
2 C 1.206 0.435 0.022  O1 1.415, C3 1.540, H8 1.099, H9 1.095
3 C 0.118 -0.597 -0.329  C2 1.540, C4 1.539, H10 1.096, H11 1.095
4 C -1.259 -0.293 0.287  C3 1.539, C5 1.470, H12 1.096, H13 1.096
5 C -1.971 0.781 -0.419  C4 1.470, N6 1.157
6 N -2.539 1.611 -0.992  C5 1.157
7 H 2.664 -0.734 0.538  O1 0.966
8 H 1.737 0.769 -0.880  C2 1.099
9 H 0.765 1.326 0.482  C2 1.095
10 H 0.470 -1.554 0.072  C3 1.096
11 H 0.010 -0.714 -1.412  C3 1.095
12 H -1.144 0.000 1.337  C4 1.096
13 H -1.904 -1.178 0.268  C4 1.096

From a Mulliken analysis of the wavefunction, the atomic charges in e read:
1 O -0.53
2 C -0.53
3 C -0.36
4 C -0.62
5 C 0.29
6 N -0.41
7 H 0.31
8 H 0.26
9 H 0.33
10 H 0.31
11 H 0.34
12 H 0.30
13 H 0.30

Copy entry 2 word for word.
The following is a quantum chemistry calculation of an isolated molecule of C4H7NO in a non-equilibrium geometry, from the OMol25 dataset.

2S+1 = 1
strongest force on any atom = 0.0224 hartree/bohr
total energy = -7798.430 eV
energy above the lowest of the compared OMol25 structures with the same formula, charge and spin = 28.00 kcal per mole
HOMO-LUMO gap = 11.50 eV
total charge = 0

Each atom is followed by the atoms it is bonded to, with distances in Å.
Geometry (Å):
1 O 2.115 -0.074 0.980  C2 1.415, H7 0.966
2 C 1.206 0.435 0.022  O1 1.415, C3 1.540, H8 1.099, H9 1.095
3 C 0.118 -0.597 -0.329  C2 1.540, C4 1.539, H10 1.096, H11 1.095
4 C -1.259 -0.293 0.287  C3 1.539, C5 1.470, H12 1.096, H13 1.096
5 C -1.971 0.781 -0.419  C4 1.470, N6 1.157
6 N -2.539 1.611 -0.992  C5 1.157
7 H 2.664 -0.734 0.538  O1 0.966
8 H 1.737 0.769 -0.880  C2 1.099
9 H 0.765 1.326 0.482  C2 1.095
10 H 0.470 -1.554 0.072  C3 1.096
11 H 0.010 -0.714 -1.412  C3 1.095
12 H -1.144 0.000 1.337  C4 1.096
13 H -1.904 -1.178 0.268  C4 1.096

From a Mulliken analysis of the wavefunction, the atomic charges in e read:
1 O -0.53
2 C -0.53
3 C -0.36
4 C -0.62
5 C 0.29
6 N -0.41
7 H 0.31
8 H 0.26
9 H 0.33
10 H 0.31
11 H 0.34
12 H 0.30
13 H 0.30

Number 1 is which compound? C21H18FN3O5

Which of these has the lowest strongest force on any atom? C4H7NO